The following is a quantum chemistry calculation of a cluster of 2 separate species, C4H15N2O in total, from OMol25.

The geometry in XYZ format:
```
22
Properties=species:S:1:pos:R:3
N -0.616 -1.773 -1.236
C -0.535 -1.515 0.195
C 0.831 -0.945 0.499
N 1.117 0.271 -0.377
C 0.350 1.554 -0.167
C 2.560 0.479 -0.504
H -0.447 -2.723 -1.546
H -1.484 -1.500 -1.655
H 0.775 -0.139 -1.265
H -1.391 -0.923 0.503
H -0.574 -2.443 0.780
H 0.851 -0.532 1.514
H 1.647 -1.640 0.358
H -0.710 1.329 -0.187
H 0.639 1.934 0.809
H 0.718 2.183 -0.968
H 2.859 1.427 -0.949
H 3.012 0.518 0.492
H 3.075 -0.302 -1.057
H -4.908 1.431 1.252
H -3.776 2.062 1.982
O -3.991 1.248 1.527
```

Calculated values
F_max ... 2.60 eV/A
Charge ... +1
LUMO ... -2.61 eV
E_HOMO ... -13.865 eV
Energy ... -345.9044 Eh
Kohn-Sham gap ... 11.3 eV



The following is a quantum chemistry calculation of a cluster of 2 separate species, C4H15N2O in total, from OMol25.

The geometry in XYZ format:
```
22
Properties=species:S:1:pos:R:3
N -1.399 -0.235 -1.029
C -0.698 -0.177 0.316
C -1.699 0.087 1.441
C 0.469 0.810 0.263
N 1.576 0.237 0.986
C 2.798 1.066 0.959
H -0.771 0.107 -1.756
H -1.596 -1.209 -1.351
H -2.228 0.346 -1.110
H -0.208 -1.144 0.401
H -2.674 0.349 1.037
H -1.353 0.941 2.017
H -1.814 -0.815 2.042
H 0.780 1.027 -0.766
H 0.147 1.764 0.681
H 1.277 0.132 1.952
H 3.642 0.492 0.586
H 2.673 1.916 0.280
H 3.039 1.458 1.949
H 0.073 -2.121 -2.802
H -1.292 -2.407 -3.436
O -0.742 -2.627 -2.661
```

Calculated values
F_max ... 1.04 eV/A
Charge ... +1
LUMO ... -3.51 eV
E_HOMO ... -12.715 eV
Energy ... -345.8892 Eh
Kohn-Sham gap ... 9.2 eV



The following is a quantum chemistry calculation of a cluster of 2 separate species, C4H15N2O in total, from OMol25.

The geometry in XYZ format:
```
22
Properties=species:S:1:pos:R:3
C -0.594 -0.194 1.922
C -1.586 0.572 1.044
C -1.542 0.046 -0.393
C -0.065 -0.579 -2.256
N -0.249 0.344 -1.111
N 0.710 0.418 1.755
H -0.494 -1.266 1.739
H -1.022 -0.095 2.929
H -2.645 0.404 1.309
H -1.655 1.657 1.151
H -2.337 0.525 -0.971
H -1.637 -1.032 -0.330
H -0.978 -0.527 -2.849
H -0.064 -1.585 -1.837
H 0.812 -0.458 -2.876
H -0.164 1.335 -1.350
H 0.519 0.281 -0.390
H 0.687 1.418 1.918
H 1.460 0.112 2.378
H 2.968 -0.928 0.043
H 3.312 -0.037 -1.071
O 2.563 -0.558 -0.746
```

Calculated values
F_max ... 1.98 eV/A
Charge ... +1
LUMO ... -2.74 eV
E_HOMO ... -13.376 eV
Energy ... -345.9116 Eh
Kohn-Sham gap ... 10.6 eV



Repeat the first record exactly.
The following is a quantum chemistry calculation of a cluster of 2 separate species, C4H15N2O in total, from OMol25.

The geometry in XYZ format:
```
22
Properties=species:S:1:pos:R:3
N -0.616 -1.773 -1.236
C -0.535 -1.515 0.195
C 0.831 -0.945 0.499
N 1.117 0.271 -0.377
C 0.350 1.554 -0.167
C 2.560 0.479 -0.504
H -0.447 -2.723 -1.546
H -1.484 -1.500 -1.655
H 0.775 -0.139 -1.265
H -1.391 -0.923 0.503
H -0.574 -2.443 0.780
H 0.851 -0.532 1.514
H 1.647 -1.640 0.358
H -0.710 1.329 -0.187
H 0.639 1.934 0.809
H 0.718 2.183 -0.968
H 2.859 1.427 -0.949
H 3.012 0.518 0.492
H 3.075 -0.302 -1.057
H -4.908 1.431 1.252
H -3.776 2.062 1.982
O -3.991 1.248 1.527
```

Calculated values
F_max ... 2.60 eV/A
Charge ... +1
LUMO ... -2.61 eV
E_HOMO ... -13.865 eV
Energy ... -345.9044 Eh
Kohn-Sham gap ... 11.3 eV



The highest energy belongs to which entry? number 2



The lowest E_HOMO belongs to which entry? number 1